--- w ---
This record from OMol25 describes a structure of composition C7H18N2. The level of theory is ωB97M-V/def2-TZVPD.

Structure (XYZ):
```
27
C7H18N2 ωB97M-V/def2-TZVPD
C -1.58996 1.96751 1.29743
C 0.36991 -0.23095 2.00701
C -2.42159 1.32631 0.41448
N -1.77475 2.02131 2.64239
H -0.69835 2.46647 0.94582
H -2.45624 1.38583 3.03017
H -0.94709 2.13192 3.20916
H -3.32574 0.86757 0.79803
H 0.80750 0.55985 2.62112
H -0.46171 -0.62810 2.59229
H 1.16513 -0.97371 1.92529
H -1.42512 0.09821 -0.09772
H -2.48491 1.70261 -0.59675
C 0.07439 -0.31848 -1.77096
C 2.57831 -0.39765 -1.24412
C 1.39452 -1.05304 -1.89249
N -0.71189 -0.70903 -0.60987
C 1.47337 -2.25245 -2.45955
H -0.02814 -0.31186 0.67969
H -0.88183 -1.70891 -0.57910
H 0.24087 0.76082 -1.70261
H -0.51480 -0.49262 -2.67854
H 2.37936 -0.18872 -0.19267
H 2.78578 0.56635 -1.71365
H 3.46938 -1.02070 -1.29816
H 0.61562 -2.71263 -2.93121
H 2.36800 -2.85588 -2.39547
```

**Gap between HOMO and LUMO**: 8.5 eV
**E_HOMO**: -7.5213 eV
**Multiplicity**: 1



--- x ---
This record from OMol25 describes a cluster of 2 separate species, C7H18N2 in total. The level of theory is ωB97M-V/def2-TZVPD.

Structure (XYZ):
```
27
C7H18N2 ωB97M-V/def2-TZVPD
C -2.06742 0.40456 1.15203
C -1.50237 -0.64129 0.23981
C -0.53452 -1.53846 0.59121
N -0.49598 -2.80841 -0.04431
N 0.10528 -1.49581 1.85186
H -2.92949 0.00815 1.70011
H -1.33874 0.73891 1.89117
H -2.40728 1.27198 0.58438
H -2.08620 -0.87116 -0.64037
H 0.44444 -3.18312 -0.07863
H -0.87295 -2.77437 -0.98303
H 0.76493 -2.24823 2.00331
H -0.54526 -1.44083 2.62531
C 1.21137 2.05569 0.27518
C 1.32761 1.17394 -0.94999
C 1.87251 -0.16801 -0.68956
C -0.32441 1.10312 -1.74847
H 0.63395 1.55242 1.04749
H 0.73929 3.00558 0.04614
H 2.19868 2.27590 0.68145
H 1.85108 1.67196 -1.76544
H 2.71509 -0.18158 -0.00340
H 1.03235 -0.76861 -0.15692
H 2.09571 -0.72937 -1.59683
H -0.17316 0.54915 -2.67281
H -0.38186 2.16916 -1.94051
H -1.33264 0.86873 -1.41918
```

**SMILES**: CC=C(N)N.CC(C)C
**Gap between HOMO and LUMO**: 8.5 eV
**E_HOMO**: -7.5498 eV
**Multiplicity**: 1



--- y ---
This record from OMol25 describes an isolated molecule of C7H18N2. The level of theory is ωB97M-V/def2-TZVPD.

Structure (XYZ):
```
27
C7H18N2 ωB97M-V/def2-TZVPD
C -2.19905 -0.57764 1.38281
C -1.78889 0.53045 0.41011
C -2.53913 0.37312 -0.91350
C -0.16812 0.65206 0.24644
N 0.17452 1.93539 -0.34434
C 0.34629 -0.50546 -0.59319
C 1.93951 -0.74231 -0.58545
C 2.82274 0.31369 0.06784
N 2.22048 -2.05328 0.01597
H -1.72708 -0.43239 2.36036
H -3.28427 -0.57779 1.54035
H -1.92408 -1.57057 1.01387
H -2.11544 1.47606 0.86404
H -2.25717 1.14729 -1.63317
H -3.62162 0.45620 -0.75925
H -2.35247 -0.60564 -1.36961
H 0.26006 0.60758 1.25238
H -0.25183 2.04535 -1.26129
H -0.16366 2.69973 0.23776
H -0.11931 -1.44283 -0.27171
H 0.05508 -0.37476 -1.64374
H 2.22928 -0.81555 -1.64055
H 3.88245 0.03753 -0.00893
H 2.60184 0.43601 1.13314
H 2.72941 1.27960 -0.43640
H 3.20974 -2.27798 -0.08240
H 2.04074 -2.01388 1.01846
```

**SMILES**: CC(C)[C@H](N)C[C@@H](C)N
**Gap between HOMO and LUMO**: 10.0 eV
**E_HOMO**: -8.9368 eV
**Multiplicity**: 1



Each structure's energy above the most stable one, in kcal/mol: w 88.0; x 49.9; y 0.0.



--- w ---
This record from OMol25 describes a structure of composition C7H18N2. The level of theory is ωB97M-V/def2-TZVPD.

Structure (XYZ):
```
27
C7H18N2 ωB97M-V/def2-TZVPD
C 0.23204 -0.71404 -0.09667
C 1.15286 0.37288 0.22188
C -1.19276 0.60196 -0.29903
C -0.12519 -1.64282 1.04389
C 1.62786 1.33128 -0.84470
C -1.39410 1.71211 0.71567
C -2.44993 -0.24705 -0.39900
N 0.39644 -1.33546 -1.33030
N 2.63539 -0.63983 0.58894
H 1.00214 0.80105 1.20590
H -0.96685 1.01286 -1.28440
H 1.33059 -1.40631 -1.70634
H -0.14858 -2.17074 -1.47952
H 3.25740 -0.62996 -0.21556
H 2.67788 -0.77918 1.59557
H -0.35903 -1.08156 1.94522
H -0.97358 -2.27378 0.78068
H 0.73367 -2.28380 1.24657
H 2.55164 1.79671 -0.50796
H 1.83756 0.79826 -1.77140
H 0.90956 2.12321 -1.05270
H -2.30600 2.27786 0.49750
H -1.48382 1.30350 1.72424
H -2.34032 -1.06901 -1.10648
H -2.72869 -0.66076 0.57147
H -0.58534 2.44133 0.70487
H -3.29086 0.36129 -0.74833
```

**Gap between HOMO and LUMO**: 8.8 eV
**E_HOMO**: -7.8620 eV
**Multiplicity**: 1



--- x ---
This record from OMol25 describes a cluster of 2 separate species, C7H18N2 in total. The level of theory is ωB97M-V/def2-TZVPD.

Structure (XYZ):
```
27
C7H18N2 ωB97M-V/def2-TZVPD
C 2.20768 -0.64800 0.80554
C 1.60732 -0.04051 -0.23399
C 1.70951 -0.53450 -1.63824
C 1.17930 1.41084 -0.06911
N 2.46043 2.08841 0.01933
N 0.33418 1.69206 1.08870
H 2.56085 -1.66314 0.71004
H 1.99140 -0.38075 1.83005
H 2.22874 0.18995 -2.26407
H 2.22949 -1.48853 -1.68513
H 0.71027 -0.66215 -2.05570
H 0.64756 1.75255 -0.96484
H 3.00510 1.47613 0.75009
H 2.32286 3.08535 0.15508
H -0.52535 1.15649 1.05243
H 0.80981 1.44711 1.95141
C -2.28061 -0.21094 -1.08718
C -1.89347 -1.25495 -0.04511
C -2.66340 -1.06855 1.25857
H -1.73877 -0.36788 -2.01799
H -3.34616 -0.26440 -1.30435
H -2.06236 0.79444 -0.73013
H -2.09352 -2.25320 -0.44181
H -0.82017 -1.19743 0.15398
H -2.48850 -0.07675 1.67501
H -3.73391 -1.17482 1.08926
H -2.35829 -1.80682 1.99818
```

**SMILES**: C=C(C)C(N)N.CCC
**Gap between HOMO and LUMO**: 10.1 eV
**E_HOMO**: -9.1671 eV
**Multiplicity**: 1



Each structure's energy above the most stable one, in kcal/mol: w 38.2; x 0.0.



--- w ---
This record from OMol25 describes an isolated molecule of C20H23NO4. The level of theory is ωB97M-V/def2-TZVPD.

Structure (XYZ):
```
48
C20H23NO4 ωB97M-V/def2-TZVPD
C -6.10202 -0.55456 0.42666
C -5.48375 0.52970 -0.45574
C -6.47156 1.66483 -0.70581
O -4.35630 1.12073 0.18083
C -3.16577 0.47598 0.21443
C -2.15680 1.11820 0.93465
C -0.89382 0.57284 1.02728
C -0.58750 -0.62575 0.39288
C 0.77412 -1.27377 0.48432
C 1.23502 -1.87722 -0.86776
C 1.18401 -3.40298 -0.83432
O 0.49339 -4.04403 -1.57878
O 1.94951 -3.96923 0.08579
N 1.78672 -0.36679 0.99214
C 2.95691 -0.83823 1.45571
O 3.19640 -2.03264 1.54673
C 3.95829 0.23963 1.83465
C 4.33419 0.99403 0.58744
C 3.80232 2.24884 0.31915
C 4.11808 2.90863 -0.85642
C 4.96206 2.31644 -1.77961
C 5.49301 1.06330 -1.52154
C 5.17976 0.40564 -0.34598
C -1.59881 -1.27474 -0.30451
C -2.87005 -0.73890 -0.39830
H -6.43673 -0.11565 1.36359
H -6.95318 -1.00302 -0.07811
H -5.37687 -1.33274 0.65235
H -5.17951 0.10155 -1.42162
H -7.35977 1.28372 -1.20106
H -6.01433 2.42675 -1.33139
H -6.75605 2.11874 0.23961
H -2.39281 2.05081 1.42232
H -0.15453 1.08869 1.62176
H 0.70595 -2.08598 1.22475
H 0.62070 -1.51513 -1.69144
H 2.27054 -1.58338 -1.05871
H 2.45622 -3.32073 0.64152
H 1.70575 0.61080 0.75900
H 3.51157 0.90762 2.57257
H 4.82976 -0.24831 2.27193
H 3.14990 2.72353 1.04006
H 3.70338 3.88681 -1.05008
H 5.20727 2.83045 -2.69667
H 6.15233 0.59693 -2.23821
H 5.59113 -0.57289 -0.14467
H -1.40149 -2.22433 -0.77841
H -3.61663 -1.28417 -0.95298
```

**SMILES**: CC(C)Oc1ccc([C@@H](CC(=O)O)NC(=O)Cc2ccccc2)cc1
**Gap between HOMO and LUMO**: 9.1 eV
**E_HOMO**: -8.5667 eV
**Multiplicity**: 1



--- x ---
This record from OMol25 describes an isolated molecule of C20H23NO4. The level of theory is ωB97M-V/def2-TZVPD.

Structure (XYZ):
```
48
C20H23NO4 ωB97M-V/def2-TZVPD
C 1.31796 0.88440 -4.28693
C 0.54465 0.18723 -5.40048
C 0.11312 -1.24131 -5.05152
O -0.90561 -1.26821 -4.07026
C -0.61694 -1.30516 -2.74573
C 0.61612 -1.60853 -2.17673
C 0.76724 -1.60466 -0.80165
C -0.29399 -1.30960 0.03808
C -0.09082 -1.16967 1.52431
C -1.07908 -2.00296 2.36737
C -0.38441 -2.92306 3.37471
O -0.67636 -4.08455 3.46647
O 0.54164 -2.37329 4.14053
N -0.20829 0.25569 1.81508
C 0.40532 0.86619 2.83704
O 0.96159 0.25259 3.73521
C 0.34146 2.38745 2.79092
C 0.30909 2.88534 1.37388
C 1.42868 2.72802 0.56218
C 1.39025 3.09818 -0.76916
C 0.23214 3.63487 -1.30788
C -0.88280 3.80644 -0.50647
C -0.84601 3.42952 0.82562
C -1.53402 -1.03187 -0.53116
C -1.69588 -1.03471 -1.89795
H 2.22605 0.33633 -4.04501
H 0.71383 0.96916 -3.38599
H 1.59971 1.88598 -4.60386
H 1.16162 0.13850 -6.29982
H -0.35197 0.76398 -5.63517
H -0.34357 -1.70175 -5.93330
H 0.97586 -1.84663 -4.75911
H 1.47344 -1.84052 -2.78772
H 1.73538 -1.83225 -0.38026
H 0.93565 -1.46837 1.77547
H -1.69744 -2.63205 1.72703
H -1.73656 -1.33503 2.92977
H 0.69290 -1.39815 4.00313
H -0.66013 0.81992 1.11004
H 1.21397 2.76490 3.32736
H -0.54989 2.70561 3.33698
H 2.33068 2.30595 0.98115
H 2.26387 2.96542 -1.38959
H 0.20055 3.92105 -2.34826
H -1.78650 4.22987 -0.91884
H -1.72258 3.56064 1.44478
H -2.37902 -0.80519 0.10266
H -2.65318 -0.81912 -2.34530
```

**SMILES**: CCCOc1ccc([C@H](CC(=O)O)NC(=O)Cc2ccccc2)cc1
**Gap between HOMO and LUMO**: 9.3 eV
**E_HOMO**: -8.7496 eV
**Multiplicity**: 1



Each structure's energy above the most stable one, in kcal/mol: w 0.0; x 4.8.



--- w ---
This record from OMol25 describes a cluster of 2 separate species, CH2N2O2 in total. The level of theory is ωB97M-V/def2-TZVPD.

Structure (XYZ):
```
7
CH2N2O2 ωB97M-V/def2-TZVPD
C 0.61424 0.11314 0.98926
N 0.21966 -0.00761 -1.43222
N -0.16443 -0.00450 -0.21993
O 1.81753 0.25752 1.07327
O -0.60798 -0.15033 -2.23219
H -0.16283 0.03303 1.76934
H -1.71619 -0.24126 0.05247
```

**Gap between HOMO and LUMO (spin up / spin down)**: 9.1 / 9.1 eV
**E_HOMO (spin up / spin down)**: -10.0104 / -10.0100 eV
**Multiplicity**: 1



--- x ---
This record from OMol25 describes an isolated molecule of CH2N2O2. The level of theory is ωB97M-V/def2-TZVPD.

Structure (XYZ):
```
7
CH2N2O2 ωB97M-V/def2-TZVPD
N 0.34342 -0.29776 0.32874
C -0.44949 -1.34851 0.11184
O 0.02451 -2.43913 -0.14779
N -1.97546 -1.06334 0.22515
O -2.79248 -1.43866 -0.60766
H -0.01840 0.49596 0.73791
H 1.24289 -0.63649 0.44642
```

**SMILES**: NC(=O)N=O
**Gap between HOMO and LUMO (spin up / spin down)**: 8.3 / 8.4 eV
**E_HOMO (spin up / spin down)**: -9.4502 / -9.4613 eV
**Multiplicity**: 1



Each structure's energy above the most stable one, in kcal/mol: w 55.8; x 0.0.



--- w ---
This record from OMol25 describes an isolated molecule of CH3NOP2S. The level of theory is ωB97M-V/def2-TZVPD.

Structure (XYZ):
```
9
CH3NOP2S ωB97M-V/def2-TZVPD
C -0.55515 1.29386 0.76540
N -1.75742 1.36853 0.38706
O -0.08374 -1.15067 -0.08096
P 0.66661 -0.20258 1.04386
P -1.08214 -2.38673 0.29091
S -2.97249 0.44897 -0.05428
H -0.10502 2.32596 0.61630
H 1.52361 0.36105 0.00107
H -1.38387 -2.79544 -0.99744
```

**Gap between HOMO and LUMO (spin up / spin down)**: 7.7 / 6.8 eV
**E_HOMO (spin up / spin down)**: -8.4054 / -7.9967 eV
**Multiplicity**: 1



--- x ---
This record from OMol25 describes an isolated molecule of CH3NOP2S. The level of theory is ωB97M-V/def2-TZVPD.

Structure (XYZ):
```
9
CH3NOP2S ωB97M-V/def2-TZVPD
C 1.18667 0.25012 0.90456
N 0.32279 0.98916 1.43772
O -0.49947 -0.59850 -0.99809
P 1.11269 -0.30553 -0.88096
P -1.51233 -1.76160 -0.44203
S -0.98985 1.75592 1.10164
H 2.01282 -0.11124 1.50260
H 0.91543 0.97597 -1.43070
H -2.54875 -1.19430 -1.19473
```

**Gap between HOMO and LUMO (spin up / spin down)**: 7.8 / 6.6 eV
**E_HOMO (spin up / spin down)**: -8.5377 / -7.9752 eV
**Multiplicity**: 1



--- y ---
This record from OMol25 describes a structure of composition CH3NOP2S. The level of theory is ωB97M-V/def2-TZVPD.

Structure (XYZ):
```
9
CH3NOP2S ωB97M-V/def2-TZVPD
C -0.69373 -1.13836 -0.95588
N 0.34519 -1.83885 -0.63777
O 3.50297 0.94437 -0.38918
P -0.71358 0.61003 -0.83066
P 2.05333 0.68315 -0.19213
S 1.71896 -1.39881 0.07921
H -1.51725 -1.65088 -1.58070
H -0.32905 0.43142 0.61715
H 1.51114 1.15304 1.08387
```

**Gap between HOMO and LUMO**: 7.6 eV
**E_HOMO**: -9.3745 eV
**Multiplicity**: 1



--- z ---
This record from OMol25 describes a structure of composition CH3NOP2S. The level of theory is ωB97M-V/def2-TZVPD.

Structure (XYZ):
```
9
CH3NOP2S ωB97M-V/def2-TZVPD
C 1.84152 1.52625 0.21022
N 1.59304 2.83385 0.41711
O 0.05336 1.54191 1.90434
P 1.12206 0.32689 1.23077
P 0.29035 3.05835 1.33985
S -1.02645 4.39808 1.78906
H 2.59311 1.09369 -0.48524
H -1.23062 -0.68689 0.77390
H -1.77733 -1.36730 0.48247
```

**Gap between HOMO and LUMO (spin up / spin down)**: 7.8 / 7.8 eV
**E_HOMO (spin up / spin down)**: -8.6226 / -8.6230 eV
**Multiplicity**: 1



Each structure's energy above the most stable one, in kcal/mol: w 40.8; x 33.9; y 22.2; z 0.0.